Molecular formula: C59H76ClN14O8S4
Method: DFT, the ωB97M-V functional and the def2-TZVPD basis

XYZ file:
```
162
C59H76ClN14O8S4 the ωB97M-V functional and the def2-TZVPD basis
C 0.15142 -3.07679 2.30455
H -3.96759 -13.02176 -1.03117
C -2.12754 -5.63037 -5.19163
H 3.00094 6.00525 2.84767
H -2.70819 -7.28399 -4.00393
H -9.49227 4.45126 3.76689
H 1.67840 3.83911 6.20301
O 6.77076 0.02537 3.38078
H 0.96088 6.42277 6.65264
C 1.83067 4.71644 5.59182
C -2.09701 3.36582 -3.80269
C 1.75683 2.84022 -0.67103
C -8.44542 4.18887 3.81153
H -1.78042 5.61224 -6.19118
H -1.61796 -3.70931 1.18220
C -1.17071 -3.07076 1.92991
H -5.43804 4.37130 4.86367
C 1.97941 2.88920 0.68384
N -3.80804 5.65538 5.99959
H -1.92726 -0.22083 -6.21248
C -2.01766 -0.64401 -5.22338
H 9.81541 -4.59263 4.20522
C -2.06329 -1.91387 -3.36867
H -4.95992 -8.87323 -1.81319
H 10.72764 1.21933 1.00765
H 3.37708 -2.15270 1.38292
H -0.20239 -7.17980 -7.37095
C 7.01271 -2.98574 2.64780
C -0.35168 8.41041 -5.15764
C 4.03365 2.30877 -6.12480
H -0.34092 2.95826 4.88335
H 8.76024 -0.59881 2.01124
C -4.16917 -10.66513 -6.11656
C 0.35103 9.54882 -6.94849
H 1.09544 1.45982 -5.21883
H -4.21095 3.26903 -3.69470
C -2.47246 -0.64602 -3.03477
H -0.19299 4.10753 -4.58314
H 1.81495 7.82027 4.48753
C -3.31166 -10.74221 -5.04663
C -4.06408 -11.94650 -1.03440
H -2.86787 -1.80681 2.66202
H 6.76532 -2.58771 3.70454
H 2.84597 3.77866 3.98889
H 1.01442 4.00142 2.20526
C 8.73014 -4.19817 4.19997
H -4.60867 4.86325 7.81270
N 0.31918 -2.12893 3.27727
C -4.34878 7.78878 6.28128
C -0.23842 10.45001 -6.09607
H -4.45650 8.85016 6.11297
H -3.58740 -13.90490 -5.74790
C -3.34590 2.00474 4.38865
H -0.33879 11.51113 -6.27064
H -5.31519 7.44615 8.27186
N 4.87027 1.50273 4.63032
C -2.10017 2.31040 3.89648
S 11.19197 0.09577 1.67272
C 4.15057 -1.98179 2.21867
O 11.20726 -2.54361 3.30286
C -1.40711 -7.70240 -5.62140
C -1.31594 -5.56043 -6.29752
H -2.78353 -0.22478 -2.09057
H -4.33660 4.97436 -5.52789
N -6.30572 4.15437 4.39657
H 0.81327 9.68133 -7.91494
C -4.45264 5.74178 7.20497
H -2.68201 1.09898 -4.21822
C -3.68956 -9.85836 -0.32864
H -1.98131 -2.74983 -2.68956
C -0.85953 -6.87431 -6.57023
N 0.28217 8.31071 -6.36714
H -1.87364 2.64142 -3.03340
H -1.07649 -4.66310 -6.84894
S 6.30772 0.57438 4.70493
H -1.19133 10.12843 -4.09541
H 0.64123 7.45922 -6.76729
H -0.50994 7.53724 -4.54267
H 0.98462 -3.67355 1.96458
O 9.45249 -3.29601 1.89671
Cl 6.14434 -1.03486 6.03047
H -4.19242 1.68379 3.80391
H -2.78511 -11.53059 0.60194
C -7.78105 3.20263 3.04037
H -3.26276 -9.08954 0.29747
O 5.93977 -3.89698 2.26590
C 0.27737 4.27008 0.23703
H -3.43717 4.80665 5.59535
H 0.24224 3.91667 -1.92240
N 1.91347 1.86050 -5.65013
H 9.73565 -0.26827 3.60711
C 4.67262 -3.41931 2.66923
C -2.02977 2.60047 6.11181
H 0.97154 3.16354 -7.05340
H -1.71080 2.30016 2.88928
N -1.30769 2.67658 4.95112
H -0.50474 4.97876 0.46489
H 8.70488 -3.28900 4.88525
H -1.42842 -2.74774 -5.34680
H -1.57829 2.84635 7.06112
H -5.03507 -12.29285 -7.38687
N 1.07842 3.76533 1.22738
N -3.39370 3.67034 -4.12580
H 7.07242 -2.06921 1.97023
O 3.89251 -4.12839 3.36170
H 8.08621 -5.07353 4.57062
H -0.95381 -0.72520 4.25877
H -4.11074 2.03601 6.49383
C -3.74513 6.89815 5.42763
H -1.31421 -8.76613 -5.46717
C -0.87754 -1.51156 3.52271
H 2.69944 2.37909 1.30811
C -4.40601 -11.98889 -6.56325
C -0.68350 9.72828 -4.96040
N -3.39607 -11.17861 -0.11683
C -3.68449 -12.82980 -5.75144
N -3.01766 -12.06194 -4.83461
H 5.02296 -1.42284 1.74427
H -4.58127 -9.75684 -6.53089
C -7.50809 4.76170 4.63788
C 8.36876 -3.86488 2.67510
H -5.41472 -11.40846 -2.66941
H 3.42976 0.83171 -4.55667
H -5.62372 2.62181 3.08627
H -7.59341 5.54584 5.37505
C 2.53294 5.86596 3.81062
S 3.87835 1.00894 3.31759
H -2.40676 -12.41332 -4.11548
C -4.54771 -9.78153 -1.39878
N 2.47386 4.62697 4.38829
H -3.27638 7.04105 4.46583
H 1.19121 -1.91735 3.74119
H 8.11641 -4.87617 2.17780
C -3.40517 4.60461 -5.12703
C 3.20633 3.09432 -6.96518
C -1.82298 -2.07789 2.70218
C 1.48071 6.03084 5.79061
C -4.79702 7.05589 7.40831
H -2.67079 -4.86485 -4.65809
N -2.18153 -6.93819 -4.78970
O 7.41605 1.45041 5.26857
H -8.21875 2.56143 2.28940
C -4.78523 -11.10515 -1.84568
C 0.67788 3.71563 -0.95424
O 4.48061 1.23878 1.95975
C -1.27344 4.12011 -4.60081
C -1.77462 -1.91276 -4.75581
H -2.88544 -9.97409 -4.42040
C 1.90312 2.79376 -6.65197
N -2.43688 0.12175 -4.16821
S 3.42084 -1.04163 3.65641
C 3.20811 1.55546 -5.32618
H 5.11338 2.29541 -6.10649
H 2.30861 2.24002 -1.37966
C -3.30226 2.18881 5.79345
C 9.74728 -0.74250 2.55702
H 3.52838 3.80026 -7.71655
C -2.10197 4.90564 -5.44017
C -6.46178 3.20826 3.42231
C 10.17510 -2.30608 2.61600
O 2.58490 1.79654 3.38916
C 1.92628 6.75996 4.66082
```

As for the molar mass: 1273.1 g mol⁻¹. As for the net charge: -1. The calculation puts the LUMO energy at 1.55 eV. For the HOMO-LUMO gap, the calculation gives 7.7705 eV.

Löwdin population analysis, charges in e, atoms 1 to 99: C -0.1431; H 0.1031; C -0.1410; H 0.1115; H 0.1392; H 0.0858; H 0.1067; O -0.4422; H 0.0871; C -0.1551; C -0.1646; C -0.1009; C -0.1217; H 0.0858; H 0.0828; C -0.1236; H 0.1048; C -0.1250; N -0.0004; H 0.1053; C -0.1396; H 0.0949; C -0.1117; H 0.0899; H -0.1417; H 0.1139; H 0.0900; C -0.1171; C -0.1423; C -0.1158; H 0.1265; H 0.0679; C -0.1058; C -0.1490; H 0.1400; H 0.1492; C -0.1367; H 0.0868; H 0.0868; C -0.1621; C -0.1486; H 0.0846; H 0.1019; H 0.0941; H 0.1172; C -0.0496; H 0.1063; N 0.0029; C -0.1142; C -0.1206; H 0.0890; H 0.1024; C -0.1226; H 0.0873; H 0.0881; N -0.3697; C -0.1229; S 0.6620; C -0.3515; O 0.0436; C -0.1467; C -0.1170; H 0.1076; H 0.1078; N 0.0261; H 0.1018; C -0.1475; H 0.0956; C -0.1398; H 0.0900; C -0.1098; N 0.0012; H 0.1065; H 0.0854; S 0.3133; H 0.0899; H 0.1426; H 0.1024; H 0.1026; O -0.0327; Cl 0.3051; H 0.0675; H 0.1449; C -0.1167; H 0.1074; O -0.0472; C -0.1502; H 0.1078; H 0.0651; N 0.0083; H 0.0968; C -0.4209; C -0.1477; H 0.0988; H 0.1138; N 0.0305; H 0.0998; H 0.0897; H 0.0699